{
  "formula": "C37H49ClF25N2O20P",
  "method": "the ωB97M-V functional and the def2-TZVPD basis",
  "homo_lumo_gap_ha": 0.3506,
  "smiles": "COC[C@H](NC(=O)NC(=O)F)P(O)Cl.CCOC(=O)C(F)(F)F.CCOC(=O)C(F)(F)F.CCOC(=O)C(F)(F)F.CCOC(=O)C(F)(F)F.CCOC(=O)C(F)(F)F.CCOC(=O)C(F)(F)F.CCOC(=O)C(F)(F)F.CCOC(=O)C(F)(F)F",
  "elements": ["C", "O", "C", "C", "N", "C", "O", "N", "C", "O", "F", "P", "O", "Cl", "H", "H", "H", "H", "H", "H", "H", "H", "H", "C", "C", "O", "C", "O", "C", "F", "F", "F", "H", "H", "H", "H", "H", "C", "C", "O", "C", "O", "C", "F", "F", "F", "H", "H", "H", "H", "H", "C", "C", "O", "C", "O", "C", "F", "F", "F", "H", "H", "H", "H", "H", "C", "C", "O", "C", "O", "C", "F", "F", "F", "H", "H", "H", "H", "H", "C", "C", "O", "C", "O", "C", "F", "F", "F", "H", "H", "H", "H", "H", "C", "C", "O", "C", "O", "C", "F", "F", "F", "H", "H", "H", "H", "H", "C", "C", "O", "C", "O", "C", "F", "F", "F", "H", "H", "H", "H", "H", "C", "C", "O", "C", "O", "C", "F", "F", "F", "H", "H", "H", "H", "H"],
  "positions_angstrom": [[-0.070, -0.809, 0.016], [-0.371, -1.573, -1.139], [-1.480, -2.430, -1.025], [-2.853, -1.724, -1.373], [-2.682, -0.262, -1.531], [-3.529, 0.700, -0.918], [-4.599, 1.069, -1.329], [-2.961, 1.301, 0.235], [-2.981, 2.711, 0.289], [-2.156, 3.448, -0.082], [-4.094, 3.151, 0.871], [-4.109, -2.487, -0.251], [-5.479, -1.783, -0.786], [-3.711, -1.424, 1.492], [-0.930, -0.782, 0.709], [0.798, -1.230, 0.540], [0.159, 0.218, -0.305], [-1.320, -3.248, -1.741], [-1.527, -2.886, -0.019], [-3.170, -2.122, -2.348], [-2.685, -0.042, -2.523], [-2.024, 0.948, 0.408], [-5.777, -0.988, -0.318], [-11.113, -0.404, -2.158], [-10.588, 0.507, -1.072], [-10.467, -0.202, 0.187], [-9.388, -0.946, 0.333], [-8.489, -1.092, -0.450], [-9.397, -1.626, 1.725], [-10.590, -2.157, 2.005], [-9.109, -0.716, 2.670], [-8.479, -2.589, 1.775], [-12.065, -0.844, -1.860], [-11.267, 0.171, -3.071], [-10.408, -1.207, -2.371], [-11.279, 1.317, -0.858], [-9.619, 0.932, -1.330], [4.029, 3.859, -0.210], [4.703, 2.760, -0.996], [4.920, 1.585, -0.171], [3.872, 0.811, 0.046], [2.746, 0.973, -0.327], [4.314, -0.422, 0.873], [5.101, -0.065, 1.897], [5.011, -1.256, 0.086], [3.261, -1.072, 1.358], [4.601, 4.092, 0.687], [3.955, 4.760, -0.820], [3.023, 3.565, 0.088], [5.704, 3.045, -1.314], [4.124, 2.475, -1.874], [-0.905, 4.696, 3.816], [0.122, 3.955, 2.992], [1.411, 4.616, 3.042], [2.158, 4.372, 4.107], [1.905, 3.657, 5.034], [3.506, 5.121, 3.968], [3.324, 6.382, 3.569], [4.253, 4.488, 3.044], [4.175, 5.123, 5.115], [-0.981, 5.732, 3.488], [-1.879, 4.222, 3.697], [-0.644, 4.682, 4.874], [-0.136, 3.957, 1.935], [0.244, 2.924, 3.325], [7.837, -0.514, -1.022], [9.151, -0.809, -1.706], [9.202, -0.194, -3.019], [9.506, 1.095, -3.048], [9.746, 1.811, -2.121], [9.552, 1.586, -4.516], [8.491, 1.150, -5.212], [10.660, 1.122, -5.113], [9.568, 2.914, -4.563], [7.001, -0.831, -1.645], [7.784, -1.049, -0.074], [7.733, 0.552, -0.820], [9.271, -1.872, -1.902], [10.003, -0.464, -1.121], [7.215, -2.192, -4.958], [8.043, -3.346, -5.472], [7.839, -4.533, -4.668], [6.754, -5.243, -4.943], [5.935, -5.027, -5.787], [6.694, -6.480, -4.014], [6.954, -6.150, -2.742], [7.605, -7.384, -4.406], [5.490, -7.044, -4.066], [7.435, -2.009, -3.907], [7.451, -1.290, -5.520], [6.149, -2.397, -5.059], [9.108, -3.141, -5.383], [7.818, -3.578, -6.512], [4.911, 1.969, 5.947], [5.641, 0.737, 5.466], [7.002, 0.702, 5.961], [7.162, 0.257, 7.197], [6.318, -0.134, 7.950], [8.668, 0.259, 7.559], [9.259, 1.404, 7.198], [9.285, -0.749, 6.922], [8.833, 0.092, 8.868], [5.461, 2.868, 5.670], [3.919, 2.013, 5.500], [4.793, 1.959, 7.030], [5.750, 0.735, 4.384], [5.134, -0.180, 5.767], [-8.003, -4.400, -2.996], [-7.460, -5.011, -4.268], [-6.261, -4.319, -4.700], [-5.141, -4.666, -4.090], [-4.986, -5.509, -3.255], [-3.971, -3.796, -4.610], [-4.321, -2.503, -4.672], [-3.585, -4.190, -5.827], [-2.933, -3.896, -3.774], [-8.186, -3.334, -3.131], [-8.943, -4.886, -2.732], [-7.307, -4.527, -2.168], [-8.152, -4.894, -5.098], [-7.230, -6.069, -4.146], [-6.188, 1.223, 1.678], [-6.862, 2.443, 1.101], [-8.168, 2.645, 1.703], [-8.163, 3.246, 2.885], [-7.217, 3.653, 3.493], [-9.615, 3.413, 3.398], [-10.319, 2.285, 3.255], [-10.231, 4.381, 2.698], [-9.619, 3.754, 4.683], [-6.822, 0.344, 1.554], [-5.242, 1.055, 1.166], [-5.984, 1.346, 2.741], [-7.060, 2.321, 0.038], [-6.265, 3.342, 1.243]]
}



{
  "formula": "C14H32GdNO3P2Si",
  "method": "the ωB97M-V functional and the def2-TZVPD basis",
  "s2": 16.149,
  "homo_lumo_gap_ha": [0.1705, 0.1869],
  "spin_multiplicity": 8,
  "total_charge": 2,
  "e_above_lowest_ev": 4.877,
  "elements": ["Gd", "P", "C", "C", "N", "C", "C", "C", "C", "C", "P", "H", "H", "H", "H", "H", "H", "H", "H", "O", "H", "H", "O", "H", "C", "H", "H", "H", "C", "H", "H", "H", "C", "H", "H", "H", "C", "H", "H", "H", "C", "Si", "C", "C", "O", "H", "H", "H", "H", "H", "H", "H", "H", "H"],
  "positions_angstrom": [[0.490, -0.848, -0.299], [-2.363, -0.898, -0.929], [-1.709, -0.023, -2.373], [-1.003, 1.241, -2.205], [-0.024, 1.309, -1.226], [0.659, 2.454, -1.010], [0.327, 3.599, -1.694], [-0.617, 3.546, -2.694], [-1.253, 2.357, -2.991], [1.726, 2.435, 0.034], [2.569, 0.802, 0.459], [-1.989, 2.210, -3.790], [0.826, 4.506, -1.433], [-0.889, 4.432, -3.271], [2.523, 3.154, -0.236], [1.306, 2.802, 1.004], [-0.410, -1.013, -2.719], [-2.206, -0.237, -3.303], [3.234, -1.771, -2.103], [0.220, -1.735, -2.422], [0.842, -1.851, -3.187], [2.486, -0.428, -0.240], [3.335, -2.053, -1.247], [2.912, -2.850, -0.966], [4.075, 1.017, -0.685], [4.455, 2.001, -0.434], [4.800, 0.212, -0.472], [3.705, 0.962, -1.727], [3.284, 1.210, 2.047], [3.621, 0.309, 2.576], [4.148, 1.897, 1.933], [2.539, 1.726, 2.682], [-3.578, 0.325, -0.429], [-4.415, 0.241, -1.126], [-3.870, 0.102, 0.596], [-3.121, 1.316, -0.491], [-3.312, -2.263, -1.705], [-3.550, -2.985, -0.900], [-4.235, -1.828, -2.127], [-2.712, -2.765, -2.485], [-2.653, -2.030, 2.696], [-0.902, -1.790, 3.099], [-0.742, -0.437, 4.457], [-0.042, -3.339, 3.680], [-0.075, -1.245, 1.790], [-3.114, -2.618, 3.482], [-2.823, -2.561, 1.766], [-3.215, -1.106, 2.629], [-1.095, -0.859, 5.413], [0.302, -0.097, 4.575], [-1.371, 0.432, 4.195], [-0.147, -4.144, 2.945], [1.030, -3.191, 3.852], [-0.499, -3.667, 4.617]]
}



{
  "formula": "C13H27F6NO17S5V",
  "method": "the ωB97M-V functional and the def2-TZVPD basis",
  "homo_lumo_gap_ha": 0.0924,
  "total_charge": -1,
  "e_above_lowest_ev": 2.858,
  "elements": ["O", "V", "O", "C", "C", "O", "O", "H", "H", "H", "C", "F", "F", "F", "S", "O", "O", "N", "S", "O", "O", "C", "F", "F", "F", "O", "S", "O", "O", "C", "C", "C", "H", "H", "H", "H", "H", "H", "H", "H", "O", "S", "O", "O", "C", "C", "C", "H", "H", "H", "H", "H", "H", "H", "H", "O", "S", "O", "O", "C", "C", "C", "H", "H", "H", "H", "H", "H", "H", "H"],
  "positions_angstrom": [[3.053, 0.353, 0.546], [2.065, -0.547, 1.322], [0.534, -0.297, 1.240], [0.781, -7.344, -0.547], [1.453, -6.031, -0.267], [1.520, -5.182, -1.197], [1.694, -5.664, 0.942], [1.480, -8.133, -0.270], [0.506, -7.526, -1.586], [-0.145, -7.539, -0.007], [2.679, 3.353, 5.032], [3.925, 3.857, 4.712], [2.040, 4.252, 5.717], [1.960, 3.013, 3.911], [2.823, 1.780, 6.235], [3.174, 2.392, 7.529], [1.528, 1.143, 6.171], [3.903, 0.739, 5.320], [5.121, 0.805, 6.346], [5.654, 2.179, 6.302], [4.896, 0.158, 7.639], [6.430, -0.429, 5.638], [7.587, -0.208, 6.277], [6.043, -1.691, 5.775], [6.703, -0.100, 4.336], [9.022, 9.202, -2.479], [8.771, 8.397, -1.284], [7.808, 8.862, -0.269], [8.481, 6.776, -1.735], [8.754, 6.353, -3.045], [9.006, 4.790, -3.137], [10.381, 8.138, -0.433], [9.692, 6.801, -3.372], [7.975, 6.668, -3.738], [9.981, 4.541, -2.717], [9.053, 4.368, -4.141], [8.214, 4.196, -2.681], [11.153, 7.743, -1.093], [10.200, 7.574, 0.482], [10.711, 9.108, -0.062], [-5.907, 0.289, -6.578], [-6.216, 1.518, -5.855], [-5.391, 2.735, -6.167], [-7.843, 1.935, -6.087], [-8.852, 0.966, -6.113], [-9.840, 1.248, -4.919], [-6.324, 1.264, -4.015], [-8.465, -0.048, -6.021], [-9.420, 0.859, -7.037], [-9.355, 1.395, -3.954], [-10.604, 0.477, -4.815], [-10.310, 2.229, -4.847], [-6.440, 2.228, -3.518], [-5.409, 0.761, -3.701], [-7.203, 0.702, -3.702], [-7.669, -6.329, 3.169], [-6.312, -6.715, 2.840], [-5.809, -7.990, 3.405], [-6.377, -6.901, 1.177], [-7.391, -6.296, 0.424], [-7.647, -7.258, -0.714], [-5.100, -5.265, 2.809], [-6.997, -5.305, 0.196], [-8.318, -6.223, 0.992], [-8.163, -6.551, -1.364], [-8.280, -8.090, -0.407], [-6.694, -7.507, -1.181], [-5.374, -4.319, 2.341], [-4.149, -5.626, 2.419], [-4.746, -5.032, 3.813]]
}



{
  "formula": "CH3BrOS",
  "method": "the ωB97M-V functional and the def2-TZVPD basis",
  "homo_lumo_gap_ha": 0.3300,
  "e_above_lowest_ev": 0.603,
  "smiles": "COSBr",
  "elements": ["C", "O", "S", "Br", "H", "H", "H"],
  "positions_angstrom": [[-0.128, -0.220, 0.133], [-1.217, -0.967, 0.648], [-2.504, -1.306, -0.259], [-3.780, 0.406, 0.031], [0.524, 0.271, 0.843], [-0.333, 0.672, -0.506], [0.413, -1.071, -0.455]]
}



{
  "formula": "C6H12NO2S",
  "method": "the ωB97M-V functional and the def2-TZVPD basis",
  "homo_lumo_gap_ha": [0.3184, 0.3130],
  "total_charge": 1,
  "e_above_lowest_ev": 6.011,
  "smiles": "C[NH+](C)C1=CS(=O)(=O)CC1",
  "elements": ["C", "N", "C", "C", "C", "S", "O", "O", "C", "C", "H", "H", "H", "H", "H", "H", "H", "H", "H", "H", "H", "H"],
  "positions_angstrom": [[-1.471, -1.071, -0.316], [-0.257, -0.720, 0.423], [0.268, -1.955, 1.079], [0.591, 0.119, -0.306], [1.181, -0.060, -1.992], [1.738, 1.578, -2.414], [2.847, 1.612, -3.313], [0.399, 2.039, -2.774], [2.258, 2.015, -0.758], [1.400, 1.161, 0.255], [-1.352, -1.386, -1.350], [-1.916, -1.881, 0.198], [-2.076, -0.188, -0.319], [-0.702, -0.105, 1.157], [1.307, -1.725, 1.571], [-0.357, -2.260, 1.941], [0.275, -2.743, 0.261], [0.534, -0.627, -2.614], [2.314, 3.041, -0.562], [3.347, 1.694, -0.783], [0.770, 1.832, 0.716], [1.995, 0.716, 0.997]]
}



{
  "formula": "C29H18ClI2N4O4Pt",
  "method": "the ωB97M-V functional and the def2-TZVPD basis",
  "s2": 6.114,
  "homo_lumo_gap_ha": [0.2403, 0.1964],
  "spin_multiplicity": 5,
  "total_charge": 1,
  "e_above_lowest_ev": 0.000,
  "elements": ["Pt", "Cl", "C", "C", "C", "C", "O", "C", "C", "N", "C", "C", "C", "C", "C", "C", "C", "C", "N", "C", "C", "H", "H", "H", "H", "H", "H", "H", "H", "H", "H", "I", "C", "C", "C", "I", "C", "C", "C", "C", "N", "C", "C", "O", "H", "H", "H", "H", "O", "C", "C", "C", "C", "O", "N", "H", "H", "H", "H"],
  "positions_angstrom": [[-0.418, 0.377, 0.491], [3.602, 6.662, -0.433], [2.440, 5.409, -0.340], [1.130, 5.627, -0.814], [0.199, 4.636, -0.726], [0.471, 3.379, -0.086], [-0.482, 2.581, 0.116], [1.851, 3.144, 0.311], [2.305, 1.901, 0.830], [1.547, 0.903, 1.173], [2.026, -0.234, 1.805], [3.310, -0.742, 1.732], [3.623, -1.956, 2.351], [2.690, -2.647, 3.080], [1.375, -2.155, 3.202], [0.342, -2.818, 3.898], [-0.914, -2.269, 3.921], [-1.159, -1.071, 3.236], [-0.219, -0.451, 2.563], [1.041, -0.947, 2.545], [2.788, 4.177, 0.179], [0.880, 6.584, -1.244], [-0.812, 4.794, -1.069], [3.383, 1.832, 0.979], [4.059, -0.249, 1.133], [4.612, -2.365, 2.219], [2.942, -3.591, 3.538], [0.555, -3.745, 4.409], [-1.719, -2.738, 4.461], [-2.143, -0.623, 3.220], [3.802, 4.006, 0.511], [-5.652, 0.478, 0.066], [-4.260, 0.579, -1.478], [-4.638, 0.683, -2.805], [-3.698, 0.719, -3.816], [-4.377, 0.898, -5.800], [-2.310, 0.637, -3.521], [-1.275, 0.652, -4.474], [0.036, 0.561, -4.071], [0.318, 0.434, -2.708], [-0.635, 0.430, -1.805], [-1.921, 0.527, -2.162], [-2.896, 0.501, -1.080], [-2.571, 0.394, 0.122], [-5.687, 0.734, -3.051], [-1.518, 0.726, -5.523], [0.841, 0.576, -4.787], [1.331, 0.315, -2.347], [-2.578, -2.162, 0.804], [-1.497, -2.586, 0.465], [-1.099, -4.060, 0.378], [0.385, -4.019, 0.029], [0.679, -2.534, -0.148], [1.734, -2.023, -0.457], [-0.442, -1.815, 0.115], [-1.703, -4.535, -0.398], [-1.324, -4.550, 1.327], [0.628, -4.552, -0.891], [1.018, -4.418, 0.823]]
}



{
  "formula": "ArH28NeO14",
  "method": "the ωB97M-V functional and the def2-TZVPD basis",
  "homo_lumo_gap_ha": 0.3592,
  "elements": ["Ne", "Ar", "O", "H", "H", "O", "H", "H", "O", "H", "H", "O", "H", "H", "O", "H", "H", "O", "H", "H", "O", "H", "H", "O", "H", "H", "O", "H", "H", "O", "H", "H", "O", "H", "H", "O", "H", "H", "O", "H", "H", "O", "H", "H"],
  "positions_angstrom": [[0.681, -2.560, -2.352], [-0.025, -0.431, -0.246], [-1.915, 0.875, 1.958], [-1.902, 1.788, 2.246], [-1.147, 0.482, 2.373], [0.482, -2.664, 3.288], [-0.319, -2.511, 2.786], [0.224, -3.288, 3.967], [-3.028, -1.581, -2.052], [-3.298, -1.967, -2.885], [-3.818, -1.603, -1.511], [2.496, 1.258, -2.624], [2.178, 1.896, -1.985], [2.920, 0.581, -2.096], [-1.960, -2.327, 2.220], [-1.748, -2.673, 1.353], [-2.696, -1.735, 2.069], [-0.102, 0.831, -4.175], [0.699, 1.001, -3.679], [-0.805, 1.157, -3.614], [1.675, 3.408, -0.919], [2.587, 3.692, -0.855], [1.515, 2.929, -0.106], [-1.843, -3.344, -0.148], [-1.146, -3.851, -0.565], [-2.044, -2.651, -0.776], [-2.542, 1.142, -2.760], [-2.770, 0.227, -2.594], [-3.058, 1.382, -3.529], [-2.279, 2.346, -0.444], [-2.205, 1.673, 0.233], [-2.212, 1.865, -1.268], [0.536, 0.198, 3.260], [0.645, -0.751, 3.316], [1.161, 0.472, 2.588], [1.140, 2.674, 1.920], [0.187, 2.646, 1.842], [1.300, 2.862, 2.845], [4.052, -0.578, -1.175], [3.655, -0.538, -0.305], [4.982, -0.411, -1.022], [3.163, -0.454, 1.473], [3.252, -0.077, 2.349], [3.330, -1.389, 1.596]]
}